Computed, not measured: C32H39BN2O4Re as an isolated structure at a distorted geometry, with ωB97M-V with the def2-TZVPD basis set.

Structure (XYZ):
```
79
C32H39BN2O4Re | OMol25 | ωB97M-V with the def2-TZVPD basis set
Re -0.91 1.56 -0.82
C -2.07 0.36 3.07
C -3.05 1.45 2.55
C -4.30 1.49 3.13
C -5.27 2.21 2.48
C -5.01 3.06 1.38
C -3.69 3.27 1.01
C -3.43 4.36 0.01
C -2.74 2.40 1.55
N -1.36 2.45 1.03
C -0.42 3.04 1.71
C -0.74 3.71 3.01
C 0.90 2.98 0.97
C 2.09 3.77 1.37
N 0.83 2.28 -0.08
C 1.99 2.08 -0.98
C 1.92 2.75 -2.16
C 0.83 3.76 -2.56
C 2.91 2.49 -3.11
C 3.91 1.65 -2.75
C 3.97 0.91 -1.56
C 3.00 1.10 -0.59
C 3.04 0.35 0.66
H -2.28 -0.52 2.54
H -2.27 0.20 4.13
H -1.05 0.67 2.96
H -4.65 0.77 3.89
H -6.34 2.17 2.81
H -5.80 3.66 1.00
H -3.87 5.27 0.33
H -3.74 4.12 -0.99
H -2.40 4.45 -0.07
H -0.58 3.09 3.88
H -1.83 3.90 3.11
H -0.11 4.61 3.10
H 2.89 3.74 0.54
H 2.39 3.37 2.36
H 1.84 4.83 1.61
H -0.15 3.61 -2.16
H 0.64 3.64 -3.68
H 1.17 4.76 -2.34
H 2.92 3.02 -4.09
H 4.72 1.34 -3.47
H 4.82 0.19 -1.38
H 4.03 -0.10 0.80
H 2.18 -0.36 0.69
H 2.87 1.04 1.57
C 1.00 -7.16 0.33
C 1.81 -5.87 0.49
C 2.18 -5.68 1.98
C 3.10 -6.09 -0.37
C 1.00 -4.69 0.00
C 0.40 -4.87 -1.24
C -0.29 -3.75 -1.79
C -0.30 -2.60 -1.07
O -0.67 -1.38 -1.52
B -0.44 -0.52 -0.47
O 0.08 -1.12 0.65
C 0.18 -2.51 0.21
C 0.93 -3.53 0.75
H 1.54 -7.99 0.81
H 0.93 -7.36 -0.76
H 0.00 -7.13 0.72
H 2.52 -6.62 2.38
H 1.27 -5.32 2.51
H 2.99 -4.98 2.19
H 3.84 -6.67 0.28
H 3.45 -5.11 -0.48
H 2.84 -6.61 -1.33
H 0.56 -5.76 -1.89
H -0.72 -3.88 -2.77
H 1.41 -3.45 1.76
C -2.71 0.69 -4.73
O -1.48 0.76 -3.87
C -1.63 1.08 -2.66
O -2.66 1.44 -2.08
H -3.48 1.29 -4.25
H -2.95 -0.36 -4.49
H -2.48 0.81 -5.75
```

Its expectation value of S² is 3.779. Its spin multiplicity is 4. As for the calculated total energy: -47777.630 eV. The net charge is +2. Its molecular weight is 712.7 g/mol.